# 1
{"formula": "C28H46Br2N7OP2V", "method": "ωB97M-V/def2-TZVPD", "homo_lumo_gap_ev": [6.42, 6.97], "homo_ha": [-0.5806, -0.5804], "s2": 0.772, "mol_weight_g_mol": 769.42, "e_lumo_ev": [-9.38, -8.82], "spin_multiplicity": 2, "charge": 3, "species": ["V", "C", "P", "C", "C", "C", "P", "C", "C", "H", "H", "H", "H", "H", "H", "H", "H", "H", "H", "H", "H", "H", "H", "H", "H", "C", "C", "C", "C", "C", "C", "Br", "C", "C", "Br", "C", "O", "C", "N", "H", "H", "H", "H", "H", "H", "C", "N", "C", "C", "N", "C", "C", "N", "C", "C", "N", "C", "N", "C", "C", "C", "N", "C", "H", "H", "H", "H", "H", "H", "H", "H", "H", "H", "H", "H", "H", "H", "H", "H", "H", "H", "H", "H", "H", "H", "H", "H"], "coordinates": [[-0.3177, 0.1377, 0.2274], [-1.6456, -2.4890, 2.5798], [-0.2151, -1.7713, 1.6910], [0.6333, -3.2603, 1.0532], [0.9443, -1.2270, 3.0084], [2.2008, -0.6543, 2.3525], [1.7609, 0.8460, 1.3732], [3.3044, 1.3371, 0.5288], [1.7642, 2.0740, 2.7282], [-1.2961, -3.3797, 3.1106], [-2.4318, -2.7918, 1.8885], [-2.0640, -1.7930, 3.3074], [0.9861, -3.8459, 1.9061], [1.4823, -2.9781, 0.4314], [-0.0480, -3.8782, 0.4713], [1.1674, -2.0959, 3.6379], [0.4574, -0.4768, 3.6423], [2.6358, -1.3824, 1.6671], [2.9520, -0.3973, 3.1067], [4.1282, 1.2833, 1.2439], [3.1999, 2.3672, 0.1921], [3.5078, 0.6966, -0.3266], [2.7503, 2.0529, 3.1950], [1.0162, 1.8320, 3.4785], [1.5911, 3.0757, 2.3470], [5.1401, -2.0136, 0.5740], [4.2632, -2.2798, -0.5961], [4.7476, -3.1412, -1.6045], [4.0456, -3.2871, -2.7642], [2.8538, -2.5532, -2.9501], [2.1460, -2.5184, -4.1779], [2.6331, -3.6141, -5.6409], [1.0788, -1.6530, -4.3313], [0.6123, -0.9398, -3.2406], [-0.8358, 0.2571, -3.4511], [1.1438, -1.0754, -1.9528], [0.5241, -0.5686, -0.9264], [2.3856, -1.7994, -1.8385], [3.0844, -1.6874, -0.6921], [4.7370, -1.2609, 1.2410], [5.3293, -2.9259, 1.1339], [6.1054, -1.6707, 0.2024], [5.6783, -3.6611, -1.4433], [4.4109, -3.9203, -3.5568], [0.6126, -1.5338, -5.2960], [-4.0781, 1.5668, -1.9629], [-3.9289, 0.1318, -1.9208], [-4.5696, -0.6766, -2.9548], [-3.8675, -2.0339, -2.8327], [-2.8458, -1.7812, -1.8305], [-1.9709, -2.8370, -1.4167], [-2.9723, -0.5649, -1.2847], [-2.2818, -0.1515, -0.2014], [-3.1229, 0.4708, 0.8025], [-2.2356, 1.1308, 1.8583], [-1.0723, 1.6150, 1.1475], [-0.7458, 2.8984, 1.1875], [-1.0041, 3.7995, 2.1490], [-1.3679, 3.6070, 3.5342], [-0.4952, 5.1186, 1.7879], [0.0198, 4.9180, 0.3623], [-0.0020, 3.4653, 0.1972], [0.0487, 2.9848, -1.1648], [-4.1873, 1.8842, -3.0008], [-3.1873, 2.0517, -1.5641], [-4.9703, 1.8923, -1.4190], [-4.4230, -0.2221, -3.9388], [-5.6441, -0.7492, -2.7663], [-3.4197, -2.3704, -3.7698], [-4.5416, -2.8158, -2.4695], [-1.5963, -3.3471, -2.3070], [-1.1394, -2.4065, -0.8548], [-2.5027, -3.5742, -0.8056], [-3.7700, -0.2888, 1.2612], [-3.7692, 1.2407, 0.3709], [-1.9407, 0.4015, 2.6258], [-2.8143, 1.9279, 2.3352], [-1.3646, 2.5563, 3.8115], [-2.3531, 4.0327, 3.7290], [-0.6462, 4.1280, 4.1679], [0.3013, 5.4161, 2.4787], [-1.2940, 5.8597, 1.8541], [1.0290, 5.3071, 0.2111], [-0.6410, 5.3794, -0.3800], [0.9871, 3.3104, -1.6154], [-0.7738, 3.4001, -1.7628], [-0.0066, 1.8892, -1.1794]], "forces_ev_per_angstrom": [[-2.404, 0.912, 2.472], [0.012, 0.250, -0.175], [0.361, -0.918, 1.253], [-0.048, 0.229, -0.234], [-0.159, -0.044, 0.019], [-0.047, -0.065, -0.071], [1.472, -0.073, 0.825], [-0.340, -0.108, -0.228], [-0.249, -0.035, -0.167], [0.029, 0.124, -0.039], [0.035, 0.036, -0.051], [0.023, -0.002, -0.038], [-0.071, 0.091, -0.005], [-0.028, -0.041, 0.043], [-0.032, 0.004, -0.006], [0.012, 0.149, -0.022], [-0.047, -0.124, -0.017], [0.011, 0.079, 0.032], [-0.068, 0.024, -0.112], [-0.048, -0.009, -0.045], [0.028, 0.087, -0.011], [0.023, 0.005, 0.070], [-0.041, -0.048, -0.029], [-0.073, 0.043, 0.101], [0.000, 0.087, 0.012], [0.108, 0.051, 0.109], [-0.322, -0.023, -0.281], [-0.216, -0.099, -0.291], [0.276, 0.052, 0.308], [-0.279, 0.089, 0.055], [-0.299, 0.134, -0.200], [-0.057, 0.358, 0.409], [0.491, -0.404, -0.329], [-0.252, 0.217, 1.306], [0.094, 0.028, -0.398], [1.819, -1.426, -3.509], [1.586, -1.281, -1.992], [-0.413, 0.088, -0.281], [0.231, 0.080, 0.431], [-0.050, 0.056, 0.028], [0.027, -0.130, 0.097], [0.090, 0.038, 0.078], [0.128, -0.052, -0.054], [0.033, -0.061, -0.086], [-0.099, -0.016, -0.068], [-0.078, 0.340, 0.118], [0.281, -0.293, 0.183], [-0.343, -0.183, -0.217], [-0.174, -0.100, -0.227], [-0.075, 0.518, 0.179], [0.111, -0.141, 0.274], [-0.217, -0.676, -0.409], [0.482, 0.058, -0.236], [-0.725, 0.246, 0.403], [-0.923, -0.463, 0.185], [-0.270, 1.394, 0.776], [0.499, 1.162, 0.207], [0.022, -0.410, -0.648], [-0.190, -0.194, 0.424], [0.098, 0.375, -0.132], [0.126, 0.372, -0.013], [-0.287, -0.128, 0.332], [-0.134, -0.087, 0.007], [-0.005, -0.066, -0.007], [-0.039, -0.008, 0.084], [0.135, 0.034, -0.027], [0.023, 0.017, 0.127], [0.130, 0.023, -0.079], [-0.017, 0.028, 0.042], [0.058, 0.060, -0.083], [0.112, 0.053, 0.095], [-0.132, -0.248, -0.169], [0.084, 0.010, 0.019], [0.009, 0.232, 0.057], [0.011, -0.103, 0.132], [-0.138, 0.230, 0.003], [0.231, -0.169, 0.003], [0.003, 0.033, -0.019], [-0.001, -0.054, 0.045], [-0.004, -0.039, -0.075], [-0.100, -0.114, -0.026], [0.114, -0.009, -0.022], [-0.130, 0.000, 0.022], [0.058, -0.051, 0.061], [-0.005, -0.217, -0.017], [0.053, -0.171, 0.054], [0.101, 0.386, -0.336]], "mulliken_spin": [1.121, 0.002, -0.028, 0.000, -0.006, 0.003, -0.038, 0.006, -0.002, -0.001, 0.001, 0.000, -0.001, 0.000, 0.000, -0.003, 0.002, 0.000, 0.000, 0.000, 0.000, 0.000, -0.001, 0.000, 0.000, 0.000, -0.002, 0.004, -0.005, 0.005, -0.019, -0.004, 0.007, -0.020, -0.001, 0.015, -0.074, -0.010, 0.004, 0.000, 0.000, 0.000, 0.000, -0.001, 0.000, 0.001, 0.006, -0.001, 0.000, 0.010, 0.001, -0.015, 0.090, -0.002, 0.022, -0.034, -0.021, -0.002, 0.000, 0.000, -0.001, 0.004, 0.009, 0.000, 0.000, 0.000, 0.000, 0.000, 0.000, 0.000, 0.000, 0.000, -0.001, 0.003, 0.000, -0.008, 0.000, 0.000, 0.000, 0.000, 0.000, 0.000, 0.000, 0.000, -0.001, -0.001, -0.011]}

***

# 2
{"formula": "C3H8AlI2S", "method": "ωB97M-V/def2-TZVPD", "homo_lumo_gap_ev": 7.76, "homo_ha": -0.1828, "mol_weight_g_mol": 356.95, "e_lumo_ev": 2.79, "charge": -1, "species": ["C", "C", "C", "I", "Al", "S", "I", "H", "H", "H", "H", "H", "H", "H", "H"], "coordinates": [[0.8342, 0.7097, 1.3594], [1.4788, -0.1550, 0.2370], [0.6108, -0.2620, -1.0511], [0.7087, 1.7397, -1.9733], [-1.3221, -0.8180, -0.5913], [-2.8902, 0.7473, -1.2607], [-1.8709, -3.2154, -1.4563], [1.5194, 1.4813, 1.7388], [-0.1024, 1.1874, 1.0596], [0.6152, 0.0455, 2.2054], [2.4772, 0.2647, 0.0338], [1.6637, -1.1937, 0.5599], [1.0579, -0.9595, -1.7743], [-1.4604, -0.8840, 1.0060], [-3.3199, 1.3118, -0.0929]], "forces_ev_per_angstrom": [[0.386, -0.640, 0.389], [-0.137, 0.194, -0.409], [-0.036, 0.094, 0.483], [0.065, -0.472, -0.101], [-0.124, 0.716, 0.604], [-0.244, 0.082, 0.093], [0.124, 0.148, -0.144], [-0.130, -0.125, -0.285], [0.205, -0.077, -0.054], [-0.179, 0.305, -0.099], [-0.240, -0.187, -0.243], [-0.220, 0.282, 0.173], [0.066, 0.462, 0.099], [0.009, -0.218, -0.111], [0.454, -0.563, -0.393]], "nbo_charge": [-0.622, -0.448, -0.812, -0.030, 1.161, -0.705, -0.509, 0.195, 0.225, 0.210, 0.189, 0.206, 0.214, -0.422, 0.147]}

***

# 3
{"formula": "C4H12ClNP", "method": "ωB97M-V/def2-TZVPD", "homo_lumo_gap_ev": 10.38, "homo_ha": -0.5338, "mol_weight_g_mol": 140.57, "relative_energy_kj_mol": 3.2, "e_lumo_ev": -4.15, "charge": 1, "species": ["C", "C", "C", "C", "N", "P", "Cl", "H", "H", "H", "H", "H", "H", "H", "H", "H", "H", "H", "H"], "coordinates": [[-1.3728, 1.0676, -0.1888], [-0.3065, -1.0319, 1.6376], [1.8883, 0.0063, 1.2726], [0.0245, 0.6365, -0.3547], [0.5699, -0.4160, 0.6104], [0.4113, -1.0312, -1.1796], [2.2491, -0.7420, -1.9256], [-1.4931, 1.9151, 0.4486], [-1.9191, 1.2982, -1.1948], [-1.8421, 0.2635, 0.3128], [-0.9913, -0.2471, 2.0731], [-0.8293, -1.9691, 1.1646], [0.3682, -1.4158, 2.4155], [1.6083, 0.5046, 2.0924], [2.5710, -0.8855, 1.4716], [2.2964, 0.8016, 0.4979], [0.6829, 1.3941, -0.6132], [-2.2804, 0.0530, -4.4367], [-1.6355, -0.2018, -4.1037]], "forces_ev_per_angstrom": [[-1.312, 0.176, -1.942], [-1.118, -1.338, -0.465], [1.511, -0.958, -5.682], [-0.627, -2.724, -0.423], [1.149, 0.941, -0.224], [-0.206, 1.086, 1.247], [0.080, 0.045, 0.024], [0.173, 0.794, 0.384], [1.138, -0.540, 1.803], [-1.307, -0.727, 0.139], [0.608, -1.166, -0.474], [0.509, 2.035, 1.077], [-0.382, 0.115, -0.200], [-0.833, 1.757, 3.357], [-0.997, 1.330, -0.419], [-0.061, -1.938, 1.896], [1.666, 1.111, -0.109], [0.768, -0.299, 0.418], [-0.759, 0.299, -0.406]], "nbo_charge": [-0.657, -0.442, -0.380, -0.261, -0.461, 0.993, -0.201, 0.247, 0.270, 0.220, 0.243, 0.246, 0.245, 0.212, 0.250, 0.229, 0.247, 0.037, -0.037]}